{"formula": "C2H2N2O", "method": "ωB97M-V/def2-TZVPD", "e_lumo_ev": 0.119, "relative_energy_kj_mol": 890.35, "gap_ev": 10.5155, "fmax_ev_per_a": 0.60, "energy_ev": -7124.616, "symbols": ["O", "N", "C", "C", "N", "H", "H"], "xyz": [[-1.43, -0.33, -0.82], [-0.86, -1.22, -1.33], [1.36, 0.10, -0.08], [0.81, 1.02, 0.47], [-1.93, 0.58, -0.27], [1.87, -0.71, -0.55], [0.35, 1.85, 0.97]], "nbo_charge": [0.118, -0.048, -0.256, -0.256, -0.048, 0.245, 0.244]}

=====

{"formula": "C2H2N2O", "method": "ωB97M-V/def2-TZVPD", "e_lumo_ev": [0.186, -1.908], "relative_energy_kj_mol": 573.37, "gap_ev": [7.1261, 8.1861], "fmax_ev_per_a": 8.70, "multiplicity": 3, "energy_ev": -7124.431, "symbols": ["C", "C", "N", "N", "O", "H", "H"], "xyz": [[-0.16, 1.14, -0.04], [0.58, -0.68, -0.05], [1.01, 1.40, 0.00], [1.63, 0.08, -0.01], [2.80, -0.14, 0.05], [-1.09, 1.50, 0.21], [0.76, -1.65, 0.26]], "nbo_charge": [0.114, -0.065, -0.311, 0.100, -0.221, 0.220, 0.163]}

=====

{"formula": "C2H2N2O2S", "method": "ωB97M-V/def2-TZVPD", "e_lumo_ev": [-1.420, -1.434], "relative_energy_kj_mol": 755.23, "gap_ev": [7.4754, 7.3596], "fmax_ev_per_a": 3.63, "energy_ev": -20008.522, "symbols": ["C", "C", "N", "N", "O", "O", "S", "H", "H"], "xyz": [[-1.01, 0.59, -1.00], [-0.71, -0.70, -0.80], [-0.85, -0.79, 0.59], [2.04, -0.10, 0.46], [2.79, -0.08, -0.48], [1.70, 0.69, 1.30], [-1.67, 0.69, 0.64], [-1.09, 1.38, -1.74], [-1.20, -1.69, 1.05]], "nbo_charge": [-0.554, 0.206, -0.800, 0.524, -0.274, -0.255, 0.489, 0.251, 0.414]}

=====

{"formula": "C2H2N2O2S", "method": "ωB97M-V/def2-TZVPD", "e_lumo_ev": -0.450, "relative_energy_kj_mol": 359.71, "gap_ev": 10.1305, "fmax_ev_per_a": 3.37, "smiles": "N#CSC[N+](=O)[O-]", "energy_ev": -20012.621, "symbols": ["N", "C", "S", "C", "N", "O", "O", "H", "H"], "xyz": [[3.00, -0.98, 0.25], [2.10, -0.36, 0.67], [0.73, 0.34, 1.33], [-0.39, 0.68, -0.07], [-1.31, -0.48, -0.34], [-2.24, -0.27, -1.15], [-1.17, -1.53, 0.20], [0.24, 1.02, -1.06], [-0.97, 1.57, 0.17]], "nbo_charge": [-0.262, 0.009, 0.344, -0.457, 0.504, -0.384, -0.313, 0.291, 0.267]}

=====

{"formula": "C2H2N2O2S2", "method": "ωB97M-V/def2-TZVPD", "e_lumo_ev": -0.242, "relative_energy_kj_mol": 231.13, "gap_ev": 8.5423, "fmax_ev_per_a": 2.86, "smiles": "Oc1nc(=S)on1S", "energy_ev": -30849.491, "symbols": ["O", "C", "N", "C", "S", "O", "N", "S", "H", "H"], "xyz": [[0.33, -1.18, -1.63], [0.33, -0.64, -0.43], [1.09, -1.07, 0.51], [0.67, -0.36, 1.62], [1.07, -0.51, 3.19], [-0.29, 0.60, 1.29], [-0.61, 0.32, -0.01], [-0.44, 1.68, -1.08], [-0.33, -0.70, -2.24], [-1.81, 1.86, -1.21]], "nbo_charge": [-0.609, 0.666, -0.502, 0.275, -0.060, -0.315, -0.279, 0.170, 0.510, 0.144]}

=====

{"formula": "C2H2N2O2S2", "method": "ωB97M-V/def2-TZVPD", "e_lumo_ev": [-1.286, -1.280], "relative_energy_kj_mol": 518.74, "gap_ev": [6.9960, 6.9997], "fmax_ev_per_a": 3.69, "energy_ev": -30846.511, "symbols": ["C", "C", "N", "N", "O", "O", "S", "S", "H", "H"], "xyz": [[-0.57, -0.50, -0.65], [-0.45, 0.99, -0.46], [-1.55, -0.97, -0.01], [2.30, 1.08, 0.91], [0.25, 1.86, -0.80], [-1.38, 1.32, 0.60], [1.67, -0.25, 1.13], [-2.52, 0.35, 0.96], [-2.24, -1.70, -0.16], [1.63, 1.78, 0.41]], "nbo_charge": [0.032, 0.685, -0.642, -0.736, -0.528, -0.699, 0.504, 0.581, 0.433, 0.371]}

=====

{"formula": "C2H2N2O2S2", "method": "ωB97M-V/def2-TZVPD", "e_lumo_ev": -0.823, "relative_energy_kj_mol": 705.47, "gap_ev": 8.4153, "fmax_ev_per_a": 8.33, "energy_ev": -30844.575, "symbols": ["C", "C", "H", "H", "N", "N", "O", "O", "S", "S"], "xyz": [[-0.09, -0.74, -0.92], [0.23, 0.60, 0.74], [-0.39, -1.92, -3.01], [-1.07, 1.41, 2.24], [-1.23, -0.10, -0.91], [-0.93, 0.91, -0.03], [-2.04, 1.47, 0.84], [0.71, -0.25, -0.09], [0.54, -2.23, -1.83], [1.10, 1.34, 1.98]], "nbo_charge": [0.366, 0.310, 0.201, 0.368, -0.267, 0.012, -0.533, -0.433, 0.010, -0.034]}

=====

{"formula": "C2H2N2O3", "method": "ωB97M-V/def2-TZVPD", "e_lumo_ev": 0.394, "relative_energy_kj_mol": 339.06, "gap_ev": 10.4540, "fmax_ev_per_a": 2.69, "smiles": "O=C1ON=CNO1", "energy_ev": -11225.291, "symbols": ["O", "C", "O", "N", "C", "N", "O", "H", "H"], "xyz": [[0.40, -2.38, 1.10], [0.31, -1.34, 0.55], [1.39, -0.50, 0.38], [1.37, 0.62, -0.38], [0.21, 1.06, -0.59], [-0.97, 0.54, 0.05], [-0.94, -0.87, 0.23], [0.12, 2.09, -0.94], [-1.88, 0.79, -0.41]], "nbo_charge": [-0.527, 0.951, -0.368, -0.124, 0.157, -0.345, -0.358, 0.215, 0.398]}

=====

{"formula": "C2H2N2O3", "method": "ωB97M-V/def2-TZVPD", "e_lumo_ev": 0.004, "relative_energy_kj_mol": 496.36, "gap_ev": 9.6779, "fmax_ev_per_a": 4.49, "smiles": "O=c1cnon1O", "energy_ev": -11223.661, "symbols": ["O", "C", "C", "N", "O", "N", "O", "H", "H"], "xyz": [[-0.04, -0.75, 1.83], [0.09, -0.13, 0.77], [1.28, 0.69, 0.31], [1.18, 0.96, -0.96], [0.04, 0.33, -1.43], [-0.54, -0.38, -0.39], [-1.59, -1.06, -0.75], [2.07, 0.99, 0.89], [-2.48, -0.66, -0.28]], "nbo_charge": [-0.605, 0.512, -0.079, -0.035, -0.170, 0.129, -0.467, 0.226, 0.489]}

=====

{"formula": "C2H2N2O3", "method": "ωB97M-V/def2-TZVPD", "e_lumo_ev": 0.383, "relative_energy_kj_mol": 241.31, "gap_ev": 10.0677, "fmax_ev_per_a": 3.62, "smiles": "Oc1nnoc1O", "energy_ev": -11226.304, "symbols": ["O", "C", "N", "N", "O", "C", "O", "H", "H"], "xyz": [[1.29, -1.28, -0.19], [0.14, -0.57, -0.06], [-1.08, -1.11, -0.04], [-2.02, -0.27, -0.08], [-1.34, 0.99, -0.20], [-0.06, 0.72, -0.06], [0.85, 1.72, -0.17], [1.09, -2.17, 0.08], [1.14, 1.98, 0.72]], "nbo_charge": [-0.644, 0.252, -0.238, 0.103, -0.298, 0.493, -0.660, 0.493, 0.498]}

=====

{"formula": "C2H2N2O4S", "method": "ωB97M-V/def2-TZVPD", "e_lumo_ev": -0.623, "relative_energy_kj_mol": 257.03, "gap_ev": 8.3923, "fmax_ev_per_a": 5.71, "smiles": "O=C=NSO/C=[N+](/[O-])O", "energy_ev": -24105.095, "symbols": ["O", "C", "N", "S", "O", "C", "N", "O", "O", "H", "H"], "xyz": [[-0.92, 0.71, -2.14], [-1.44, 0.37, -1.20], [-1.99, 0.00, -0.14], [-2.06, 0.58, 1.32], [-0.23, 0.62, 1.57], [0.51, 0.78, 0.51], [0.98, -0.34, -0.03], [1.79, -0.59, -0.89], [0.85, -1.47, 0.83], [0.92, 1.50, -0.13], [1.60, -2.16, 0.30]], "nbo_charge": [-0.429, 0.901, -0.816, 0.726, -0.602, 0.182, 0.354, -0.466, -0.551, 0.203, 0.497]}

=====

{"formula": "C2H2N2OP", "method": "ωB97M-V/def2-TZVPD", "charge": 1, "e_lumo_ev": [-8.361, -8.360], "relative_energy_kj_mol": 232.76, "gap_ev": [7.6823, 7.6842], "fmax_ev_per_a": 3.54, "smiles": "O=[N+]1N=CC=P1", "energy_ev": -16410.016, "symbols": ["O", "N", "N", "C", "C", "P", "H", "H"], "xyz": [[2.55, -0.62, 0.04], [1.47, -0.18, 0.00], [0.14, -1.33, -0.02], [-0.86, -0.61, -0.03], [-0.71, 0.85, 0.02], [0.88, 1.46, -0.01], [-1.86, -1.03, -0.07], [-1.60, 1.46, 0.08]], "nbo_charge": [-0.001, 0.121, -0.111, 0.006, -0.512, 0.925, 0.284, 0.289]}

=====

{"formula": "C2H2N2OS", "method": "ωB97M-V/def2-TZVPD", "e_lumo_ev": -1.077, "relative_energy_kj_mol": 341.04, "gap_ev": 8.0884, "fmax_ev_per_a": 3.07, "smiles": "[H]/N=N\\C(=S)C=O", "energy_ev": -17965.442, "symbols": ["H", "N", "N", "C", "S", "C", "O", "H"], "xyz": [[-1.43, -1.54, -1.40], [-1.52, -1.57, -0.39], [-0.78, -0.80, 0.18], [0.29, -0.10, 0.10], [1.63, -1.09, 0.04], [0.49, 1.36, 0.40], [0.86, 2.09, -0.46], [0.45, 1.66, 1.55]], "nbo_charge": [0.313, -0.222, -0.052, -0.068, -0.061, 0.395, -0.452, 0.147]}

=====

{"formula": "C2H2N2OS", "method": "ωB97M-V/def2-TZVPD", "e_lumo_ev": -0.860, "relative_energy_kj_mol": 212.45, "gap_ev": 8.8360, "fmax_ev_per_a": 3.83, "smiles": "N#CC(=S)NO", "energy_ev": -17966.774, "symbols": ["N", "C", "C", "S", "N", "O", "H", "H"], "xyz": [[2.80, 0.37, 0.01], [1.62, 0.44, -0.06], [0.17, 0.50, -0.07], [-0.83, 1.86, -0.01], [-0.32, -0.75, -0.05], [-1.65, -0.87, -0.02], [0.15, -1.62, 0.14], [-1.94, 0.07, 0.06]], "nbo_charge": [-0.234, 0.212, -0.048, -0.116, -0.201, -0.516, 0.423, 0.480]}

=====

{"formula": "C2H2N2OS", "method": "ωB97M-V/def2-TZVPD", "e_lumo_ev": 0.605, "relative_energy_kj_mol": 223.66, "gap_ev": 10.3736, "fmax_ev_per_a": 1.95, "smiles": "Sc1cnon1", "energy_ev": -17966.658, "symbols": ["S", "C", "C", "N", "O", "N", "H", "H"], "xyz": [[-2.11, -0.03, 0.00], [-0.35, -0.10, -0.01], [0.56, 0.99, 0.00], [1.77, 0.51, 0.00], [1.64, -0.84, 0.00], [0.33, -1.22, 0.00], [-2.24, -1.34, 0.00], [0.40, 2.02, 0.01]], "nbo_charge": [0.064, -0.048, -0.096, -0.051, -0.135, -0.113, 0.149, 0.230]}

=====

{"formula": "C2H2N2OS", "method": "ωB97M-V/def2-TZVPD", "e_lumo_ev": [-1.772, -1.771], "relative_energy_kj_mol": 503.95, "gap_ev": [7.4852, 7.4891], "fmax_ev_per_a": 2.72, "energy_ev": -17963.753, "symbols": ["C", "C", "N", "N", "O", "S", "H", "H"], "xyz": [[-0.52, -0.23, 0.63], [0.68, -0.64, 0.04], [0.23, -1.90, 1.76], [-0.72, -1.04, 1.69], [1.13, -1.61, 0.80], [-2.06, -3.19, 1.34], [-1.05, 0.68, 0.38], [1.28, -0.29, -0.89]], "nbo_charge": [-0.154, 0.113, 0.097, -0.208, -0.251, -0.078, 0.237, 0.244]}

=====

{"formula": "C2H2N2OS", "method": "ωB97M-V/def2-TZVPD", "e_lumo_ev": [-0.971, -0.972], "relative_energy_kj_mol": 241.98, "gap_ev": [7.8379, 7.8369], "fmax_ev_per_a": 3.65, "energy_ev": -17966.468, "symbols": ["C", "C", "N", "N", "O", "S", "H", "H"], "xyz": [[-0.12, -0.95, 0.02], [-0.76, 0.20, 0.06], [1.21, -1.25, 0.18], [-1.56, 1.02, 0.48], [1.66, 1.19, -0.36], [2.28, -0.13, -0.05], [-0.86, -1.89, -0.12], [-1.84, 1.81, -0.22]], "nbo_charge": [-0.266, 0.441, -0.658, -0.584, -0.885, 1.306, 0.250, 0.396]}

=====

{"formula": "C2H2N3OS", "method": "ωB97M-V/def2-TZVPD", "charge": -1, "e_lumo_ev": 3.727, "relative_energy_kj_mol": 343.02, "gap_ev": 5.8256, "fmax_ev_per_a": 4.41, "energy_ev": -19457.041, "symbols": ["C", "C", "N", "N", "N", "O", "S", "H", "H"], "xyz": [[0.62, 0.65, 0.03], [1.51, -1.52, 0.05], [1.82, 1.10, 0.23], [0.41, -0.75, 0.02], [2.74, 0.28, 0.39], [1.67, -2.71, 0.08], [4.29, 0.33, -0.20], [-0.28, 1.37, -0.12], [-0.28, -1.23, -0.44]], "nbo_charge": [0.024, 0.673, -0.234, -0.667, -0.398, -0.622, -0.335, 0.174, 0.384]}

=====

{"formula": "C2H2N3OS", "method": "ωB97M-V/def2-TZVPD", "charge": 1, "e_lumo_ev": -6.894, "relative_energy_kj_mol": 229.59, "gap_ev": 7.7820, "fmax_ev_per_a": 2.35, "energy_ev": -19445.962, "symbols": ["C", "C", "N", "N", "N", "O", "S", "H", "H"], "xyz": [[1.22, -0.53, 0.14], [-0.42, 1.16, -0.42], [0.27, -1.38, 0.04], [-0.77, -1.78, -0.09], [0.81, 0.79, -0.29], [-2.69, 0.63, 0.86], [-1.97, 0.38, -0.34], [2.10, -0.83, 0.65], [1.45, 1.55, -0.53]], "nbo_charge": [-0.071, -0.023, 0.073, 0.099, -0.446, -0.720, 1.327, 0.285, 0.477]}

=====

{"formula": "C2H2N3P", "method": "ωB97M-V/def2-TZVPD", "e_lumo_ev": -0.117, "relative_energy_kj_mol": 0.00, "gap_ev": 11.0841, "fmax_ev_per_a": 0.61, "smiles": "N#CP(N)C#N", "energy_ev": -15864.703, "symbols": ["N", "C", "P", "N", "C", "N", "H", "H"], "xyz": [[1.71, -1.95, 0.64], [1.10, -1.20, 0.05], [0.15, -0.06, -0.96], [-1.34, -0.29, -0.23], [0.81, 1.33, -0.03], [1.18, 2.26, 0.53], [-1.45, -0.08, 0.76], [-2.15, -0.02, -0.76]], "nbo_charge": [-0.253, -0.094, 1.018, -1.122, -0.105, -0.260, 0.407, 0.408]}